Entry 1:
The following is a quantum chemistry calculation of a cluster of 4 separate species, C15H22F9NO14PS2 in total at a distorted geometry, from the OMol25 dataset.

Cartesian coordinates (Å):
O (-2.97, 4.72, 2.20)
C (-2.36, 3.56, 1.84)
O (-0.87, 3.63, 1.77)
C (-3.24, 2.21, 1.46)
C (-2.38, 1.12, 0.60)
S (-0.95, 0.32, 1.53)
O (-0.96, -1.25, 1.39)
O (0.35, 0.77, 0.76)
N (-0.75, 0.88, 3.17)
S (-2.00, 0.30, 4.24)
O (-2.98, -0.72, 3.61)
O (-2.85, 1.49, 4.80)
P (-0.95, -0.49, 5.99)
O (0.73, 0.05, 5.90)
O (-1.64, 0.36, 7.39)
H (-0.66, 4.53, 1.38)
H (-3.79, 1.72, 2.38)
H (-4.11, 2.59, 0.74)
H (-3.11, 0.29, 0.14)
H (-1.95, 1.71, -0.35)
H (1.07, -0.16, 4.96)
H (-1.01, 1.15, 7.52)
C (0.87, -0.96, -1.44)
C (1.72, -2.21, -1.59)
O (2.58, -2.10, -2.74)
C (3.74, -1.40, -2.55)
O (4.06, -0.87, -1.49)
C (4.58, -1.40, -3.83)
F (3.84, -1.15, -4.95)
F (5.18, -2.61, -4.04)
F (5.57, -0.47, -3.82)
H (0.32, -0.75, -2.36)
H (0.16, -1.07, -0.61)
H (1.50, -0.08, -1.24)
H (1.06, -3.07, -1.77)
H (2.29, -2.42, -0.68)
C (1.47, 5.48, -4.11)
C (2.03, 5.50, -2.70)
O (1.27, 6.38, -1.86)
C (0.11, 5.87, -1.34)
O (-0.29, 4.73, -1.56)
C (-0.57, 6.89, -0.43)
F (-0.61, 8.14, -0.98)
F (0.07, 7.02, 0.76)
F (-1.86, 6.57, -0.14)
H (1.41, 6.50, -4.51)
H (2.09, 4.88, -4.77)
H (0.45, 5.07, -4.12)
H (3.06, 5.89, -2.72)
H (2.08, 4.49, -2.27)
C (-0.02, -8.36, 0.74)
C (-1.34, -7.62, 0.80)
O (-1.14, -6.21, 0.58)
C (-1.03, -5.82, -0.72)
O (-1.09, -6.58, -1.68)
C (-0.87, -4.30, -0.81)
F (0.03, -3.81, 0.10)
F (-2.04, -3.64, -0.57)
F (-0.44, -3.87, -2.03)
H (0.70, -7.93, 1.44)
H (-0.16, -9.42, 0.98)
H (0.43, -8.29, -0.26)
H (-1.78, -7.73, 1.80)
H (-2.07, -8.03, 0.08)

Values from the calculation:
- DFT total energy: -101480.43186 eV
- 2S+1: 1
- LUMO level: 2.20 eV
- Total charge: -1
- Orbital gap: 8.221 eV

---

Entry 2:
The following is a quantum chemistry calculation of a cluster of 4 separate species, C15H22FN4O in total, from the OMol25 dataset.

Cartesian coordinates (Å):
C (2.95, -0.45, -0.84)
O (2.24, 0.68, -1.29)
C (2.39, 1.84, -0.48)
C (1.11, 2.64, -0.53)
C (-0.05, 1.96, 0.22)
C (-0.53, 0.71, -0.46)
C (-0.39, -0.52, 0.11)
N (-0.77, -1.65, -0.52)
C (-1.31, -1.64, -1.74)
C (-1.51, -0.45, -2.38)
C (-1.12, 0.71, -1.73)
F (-1.32, 1.87, -2.33)
H (4.02, -0.38, -1.08)
H (2.53, -1.32, -1.35)
H (2.85, -0.59, 0.24)
H (2.63, 1.56, 0.55)
H (3.22, 2.45, -0.85)
H (1.29, 3.61, -0.08)
H (0.83, 2.81, -1.57)
H (-0.89, 2.66, 0.32)
H (0.27, 1.71, 1.23)
H (0.05, -0.65, 1.09)
H (-0.60, -2.53, -0.04)
H (-1.57, -2.59, -2.18)
H (-1.96, -0.40, -3.36)
C (3.31, -4.51, -0.69)
C (1.94, -4.27, -0.28)
N (0.86, -4.08, 0.06)
H (3.88, -3.58, -0.67)
H (3.78, -5.22, -0.01)
H (3.34, -4.92, -1.70)
C (-3.15, 5.00, -0.01)
C (-2.73, 5.40, 1.33)
N (-2.40, 5.69, 2.39)
H (-2.85, 5.75, -0.74)
H (-2.68, 4.05, -0.27)
H (-4.23, 4.88, -0.06)
C (-2.25, -2.92, 2.84)
C (-2.21, -2.30, 4.16)
N (-2.19, -1.78, 5.18)
H (-1.54, -3.74, 2.79)
H (-3.24, -3.30, 2.62)
H (-1.99, -2.18, 2.08)

Values from the calculation:
- DFT total energy: -26629.86435 eV
- 2S+1: 1
- LUMO level: -4.06 eV
- Total charge: +1
- Orbital gap: 9.009 eV
- Relative energy (zero: lowest compared OMol25 entry of this formula, charge and spin): 21.17 kJ/mol

---

Entry 3:
The following is a quantum chemistry calculation of a structure of composition C15H22FeNO3 at a distorted geometry, from the OMol25 dataset.

Cartesian coordinates (Å):
C (-1.13, -2.51, -3.17)
C (-0.84, -1.65, -1.94)
N (-0.25, -0.34, -2.14)
C (1.20, -0.19, -2.07)
C (2.00, -0.40, -3.36)
C (-1.06, 0.82, -2.45)
C (-2.36, 0.58, -3.20)
H (-1.60, -3.45, -2.85)
H (-1.81, -2.01, -3.87)
H (-0.21, -2.77, -3.70)
H (-1.78, -1.49, -1.39)
H (-0.15, -2.20, -1.27)
H (1.38, 0.83, -1.69)
H (1.55, -0.90, -1.31)
H (3.07, -0.29, -3.14)
H (1.85, -1.40, -3.77)
H (1.74, 0.34, -4.13)
H (-1.29, 1.32, -1.49)
H (-0.42, 1.52, -3.01)
H (-2.89, 1.54, -3.30)
H (-2.18, 0.22, -4.22)
H (-3.03, -0.11, -2.68)
O (1.60, 3.11, 1.36)
C (1.31, 2.26, 2.09)
Fe (0.94, 0.99, 3.28)
C (2.76, 0.72, 3.63)
O (3.88, 0.96, 3.82)
C (1.00, 2.23, 4.64)
O (1.33, 3.13, 5.30)
C (0.50, -0.33, 1.75)
C (-0.84, 0.29, 1.59)
C (-0.98, 1.11, 2.84)
C (-0.90, 0.38, 4.05)
C (-0.16, -0.80, 4.04)
C (0.72, -1.02, 2.96)
H (1.12, -0.52, 0.88)
H (-0.95, 0.86, 0.66)
H (-1.64, -0.48, 1.55)
H (-1.49, 2.07, 2.80)
H (-1.38, 0.76, 4.95)
H (-0.13, -1.44, 4.93)
H (1.54, -1.74, 3.04)

Values from the calculation:
- DFT total energy: -57919.28371 eV
- 2S+1: 5
- LUMO level (alpha / beta): -2.42 / -6.61 eV
- Total charge: +1
- Orbital gap (alpha / beta): 5.996 / 4.119 eV
- Relative energy (zero: lowest compared OMol25 entry of this formula, charge and spin): 1.83 kJ/mol
- <S²>: 6.0940

---

Entry 4:
The following is a quantum chemistry calculation of a structure of composition C15H22I2N3O2SSbSe4Tc at a distorted geometry, from the OMol25 dataset.

Cartesian coordinates (Å):
Tc (-0.57, -0.89, 2.08)
N (-1.69, 0.53, 3.39)
C (-0.87, -0.34, 4.09)
O (0.36, -0.14, 3.82)
C (-1.49, -1.58, 4.68)
C (-1.87, -2.17, 3.29)
H (-1.34, 1.48, 3.27)
H (-2.70, 0.46, 3.49)
H (-2.31, -1.38, 5.36)
H (-0.71, -2.15, 5.19)
H (-2.93, -2.02, 3.08)
H (-1.67, -3.24, 3.24)
I (3.62, -1.78, 4.90)
C (2.99, -1.50, 2.91)
I (1.38, -3.02, 2.65)
H (3.74, -1.75, 2.18)
H (2.47, -0.57, 2.75)
C (-2.70, 0.00, -4.75)
C (-1.46, 0.81, -4.34)
C (-1.68, 1.72, -3.14)
N (-1.99, 0.95, -1.92)
C (-1.25, 0.68, -0.87)
S (-2.04, -0.19, 0.41)
N (0.03, 1.14, -0.87)
C (1.04, 1.12, 0.09)
O (0.99, 0.43, 1.11)
C (2.20, 1.96, -0.23)
C (3.44, 1.61, 0.32)
C (4.56, 2.37, 0.05)
C (4.45, 3.50, -0.75)
C (3.22, 3.87, -1.28)
C (2.10, 3.10, -1.03)
H (-3.47, -0.03, -3.97)
H (-2.44, -1.02, -4.99)
H (-3.18, 0.44, -5.63)
H (-1.14, 1.44, -5.17)
H (-0.62, 0.14, -4.13)
H (-2.52, 2.39, -3.30)
H (-0.81, 2.35, -2.97)
H (-2.92, 0.56, -1.89)
H (0.31, 1.63, -1.71)
H (3.51, 0.72, 0.94)
H (5.52, 2.09, 0.47)
H (5.32, 4.10, -0.95)
H (3.13, 4.77, -1.88)
H (1.14, 3.45, -1.41)
Se (-3.47, -5.95, -2.42)
Sb (-1.82, -4.57, -1.08)
Se (0.23, -2.77, 0.52)
Se (-1.29, -5.91, -3.26)
Se (-2.80, -6.81, -0.36)

Values from the calculation:
- DFT total energy: -321608.77593 eV
- 2S+1: 1
- LUMO level: -9.88 eV
- Total charge: +3
- Orbital gap: 6.743 eV
- Relative energy (zero: lowest compared OMol25 entry of this formula, charge and spin): 0.00 kJ/mol

---

Entry 5:
The following is a quantum chemistry calculation of a structure of composition C15H22MgN5O4, from the OMol25 dataset.

Cartesian coordinates (Å):
Mg (0.42, 0.23, -0.83)
C (0.45, -2.54, 1.97)
C (0.08, -1.11, 2.15)
N (-0.27, -0.30, 1.18)
C (-0.51, 0.93, 1.76)
C (-0.35, 0.82, 3.12)
N (0.02, -0.48, 3.34)
C (-0.52, 1.73, 4.27)
O (-0.92, 2.95, 4.00)
O (-0.31, 1.31, 5.40)
C (-0.75, 2.14, 0.91)
O (-1.10, 3.19, 1.49)
O (-0.58, 1.96, -0.31)
H (0.64, -2.71, 0.91)
H (-0.34, -3.21, 2.33)
H (1.37, -2.77, 2.51)
H (0.25, -0.84, 4.26)
H (-1.04, 3.09, 2.98)
C (4.50, -0.74, -1.76)
C (3.44, 0.35, -1.43)
C (3.45, 1.34, -2.63)
C (3.96, 1.13, -0.20)
N (2.18, -0.22, -1.20)
H (5.50, -0.33, -1.95)
H (4.17, -1.30, -2.63)
H (4.55, -1.44, -0.92)
H (4.45, 1.71, -2.88)
H (2.82, 2.20, -2.39)
H (3.02, 0.84, -3.50)
H (5.00, 1.49, -0.31)
H (3.91, 0.47, 0.67)
H (3.32, 1.99, -0.01)
C (-4.16, -3.12, -0.85)
C (-3.55, -1.79, -1.15)
C (-4.10, -0.55, -1.36)
C (-3.01, 0.32, -1.60)
N (-1.87, -0.35, -1.54)
N (-2.22, -1.63, -1.28)
C (-3.06, 1.78, -1.88)
H (-5.24, -3.04, -0.87)
H (-3.87, -3.47, 0.15)
H (-3.85, -3.87, -1.57)
H (-5.14, -0.30, -1.35)
H (-1.49, -2.32, -1.17)
H (-3.91, 2.00, -2.54)
H (-2.14, 2.12, -2.34)
H (-3.18, 2.35, -0.96)

Values from the calculation:
- DFT total energy: -37000.91232 eV
- 2S+1: 1
- LUMO level: 2.24 eV
- Total charge: -1
- Orbital gap: 4.114 eV

---

Entry 6:
The following is a quantum chemistry calculation of the molecule C15H22N2O3, from the OMol25 dataset.

Cartesian coordinates (Å):
C (1.33, 3.47, 0.83)
C (-0.10, 3.97, 0.82)
C (-1.14, 2.85, 0.82)
C (-1.25, 2.16, -0.54)
H (-1.71, 2.85, -1.26)
H (-0.27, 1.88, -0.93)
O (-2.13, 1.05, -0.52)
C (-1.69, -0.15, -0.04)
C (-0.40, -0.36, 0.43)
C (0.07, -1.61, 0.81)
C (-0.80, -2.69, 0.76)
C (-2.10, -2.50, 0.34)
C (-2.57, -1.25, -0.06)
O (-3.88, -1.25, -0.47)
C (-4.58, -0.04, -0.65)
H (-5.62, -0.34, -0.81)
H (-4.52, 0.59, 0.23)
H (-4.23, 0.51, -1.52)
H (-2.80, -3.32, 0.30)
H (-0.47, -3.68, 1.05)
C (1.51, -1.76, 1.20)
H (1.65, -2.63, 1.85)
H (1.83, -0.87, 1.73)
C (2.41, -1.93, -0.05)
N (2.09, -0.96, -1.08)
C (2.83, 0.18, -0.93)
O (2.62, 1.25, -1.45)
N (3.85, -0.13, -0.06)
H (4.69, 0.42, -0.05)
C (3.86, -1.54, 0.25)
H (4.56, -2.09, -0.39)
H (4.13, -1.70, 1.30)
H (1.14, -0.89, -1.41)
H (2.31, -2.94, -0.45)
H (0.29, 0.47, 0.48)
H (-2.12, 3.25, 1.09)
H (-0.87, 2.11, 1.58)
H (-0.27, 4.59, 1.71)
H (-0.26, 4.61, -0.05)
H (1.58, 2.91, -0.07)
H (2.02, 4.31, 0.89)
H (1.51, 2.83, 1.70)

Values from the calculation:
- DFT total energy: -25035.10525 eV
- 2S+1: 1
- LUMO level: 0.80 eV
- SMILES string: CCCCOc1cc(C[C@@H]2CNC(=O)N2)ccc1OC
- Orbital gap: 8.777 eV
- Relative energy (zero: lowest compared OMol25 entry of this formula, charge and spin): 145.66 kJ/mol

---

Entry 7:
The following is a quantum chemistry calculation of the molecule C15H22N2O3S, from the OMol25 dataset.

Cartesian coordinates (Å):
C (1.29, -3.98, -1.56)
C (0.40, -4.68, -2.59)
N (0.26, -3.96, -3.83)
S (-1.00, -2.89, -4.01)
O (-0.92, -2.42, -5.36)
O (-2.19, -3.56, -3.56)
C (-0.65, -1.52, -2.91)
C (0.28, -0.58, -3.30)
C (0.58, 0.47, -2.45)
C (-0.05, 0.58, -1.21)
C (-0.98, -0.38, -0.84)
C (-1.29, -1.43, -1.69)
H (-2.02, -2.18, -1.43)
H (-1.48, -0.31, 0.12)
C (0.30, 1.72, -0.30)
H (0.83, 2.48, -0.87)
H (0.99, 1.35, 0.47)
C (-0.93, 2.36, 0.38)
C (-1.17, 1.77, 1.76)
O (-1.93, 0.84, 1.95)
N (-0.46, 2.30, 2.78)
C (0.49, 3.39, 2.73)
C (0.86, 3.63, 4.20)
H (1.87, 4.01, 4.31)
C (0.68, 2.25, 4.83)
C (-0.57, 1.74, 4.12)
H (-0.63, 0.65, 4.05)
H (-1.48, 2.10, 4.60)
H (0.55, 2.29, 5.91)
H (1.53, 1.61, 4.60)
H (0.17, 4.34, 4.65)
H (0.04, 4.29, 2.28)
H (1.37, 3.12, 2.14)
H (-0.79, 3.44, 0.46)
H (-1.81, 2.17, -0.22)
H (1.30, 1.21, -2.75)
H (0.74, -0.67, -4.27)
H (1.11, -3.63, -4.24)
H (-0.62, -4.79, -2.20)
H (0.79, -5.67, -2.81)
H (2.29, -3.85, -1.96)
H (1.36, -4.59, -0.66)
H (0.89, -3.01, -1.30)

Values from the calculation:
- DFT total energy: -35870.28184 eV
- 2S+1: 1
- LUMO level: 0.51 eV
- SMILES string: CCNS(=O)(=O)c1ccc(CCC(=O)N2CCCC2)cc1
- Orbital gap: 9.836 eV
- Relative energy (zero: lowest compared OMol25 entry of this formula, charge and spin): 125.57 kJ/mol

---

Entry 8:
The following is a quantum chemistry calculation of the molecule C15H22N2O4, from the OMol25 dataset.

Cartesian coordinates (Å):
C (-2.57, -3.43, -1.12)
C (-2.70, -2.10, -0.39)
C (-1.52, -1.81, 0.54)
H (-1.73, -0.88, 1.09)
H (-1.42, -2.61, 1.27)
C (-0.21, -1.64, -0.22)
N (0.81, -1.10, 0.66)
C (2.12, -1.34, 0.44)
O (2.60, -2.21, -0.23)
O (2.87, -0.44, 1.17)
C (4.25, -0.39, 0.85)
H (4.65, -1.39, 0.70)
C (4.45, 0.46, -0.43)
N (3.60, 1.63, -0.39)
C (2.30, 1.47, -0.75)
O (1.90, 0.68, -1.57)
O (1.51, 2.35, -0.08)
C (0.13, 2.23, -0.25)
C (-0.63, 2.12, 0.90)
C (-2.01, 1.98, 0.82)
C (-2.60, 1.94, -0.44)
C (-1.83, 2.05, -1.58)
C (-0.46, 2.20, -1.50)
H (0.14, 2.27, -2.39)
H (-2.31, 2.01, -2.55)
H (-3.67, 1.81, -0.52)
C (-2.85, 1.89, 2.06)
H (-3.35, 2.84, 2.24)
H (-3.62, 1.13, 1.94)
H (-2.24, 1.65, 2.93)
H (-0.14, 2.16, 1.86)
H (3.75, 2.25, 0.40)
H (5.50, 0.76, -0.53)
H (4.15, -0.12, -1.30)
H (4.73, 0.08, 1.71)
H (0.59, -0.25, 1.14)
H (-0.36, -0.95, -1.07)
H (0.17, -2.59, -0.60)
H (-2.78, -1.29, -1.12)
H (-3.62, -2.11, 0.21)
H (-2.44, -4.24, -0.40)
H (-3.46, -3.63, -1.70)
H (-1.72, -3.42, -1.79)

Values from the calculation:
- DFT total energy: -27083.93189 eV
- 2S+1: 1
- LUMO level: 0.75 eV
- SMILES string: CCCCNC(=O)OCCNC(=O)Oc1cccc(C)c1
- Orbital gap: 9.920 eV
- Relative energy (zero: lowest compared OMol25 entry of this formula, charge and spin): 14.16 kJ/mol

---

Entry 9:
The following is a quantum chemistry calculation of the molecule C15H22N2O5S at a distorted geometry, from the OMol25 dataset.

Cartesian coordinates (Å):
C (-4.42, -2.55, -0.43)
C (-5.04, -1.22, 0.00)
C (-4.01, -0.13, 0.31)
C (-3.10, -0.44, 1.50)
H (-3.61, -1.09, 2.21)
C (-1.78, -1.10, 1.09)
N (-0.99, -0.21, 0.27)
C (-0.73, -0.46, -1.02)
O (-1.04, -1.48, -1.60)
C (0.01, 0.67, -1.75)
N (0.94, 1.39, -0.90)
C (2.04, 0.70, -0.34)
C (2.36, 0.85, 1.00)
C (3.47, 0.23, 1.56)
C (4.24, -0.56, 0.74)
C (3.91, -0.73, -0.61)
C (2.83, -0.11, -1.18)
H (2.60, -0.24, -2.22)
O (4.82, -1.55, -1.20)
C (5.73, -1.92, -0.19)
O (5.37, -1.29, 1.02)
H (6.75, -1.62, -0.47)
H (5.70, -3.02, -0.05)
H (3.72, 0.35, 2.60)
H (1.73, 1.45, 1.64)
S (0.35, 2.78, -0.19)
O (-0.08, 2.54, 1.16)
O (-0.62, 3.32, -1.08)
C (1.80, 3.85, -0.18)
H (1.53, 4.76, 0.35)
H (2.62, 3.34, 0.30)
H (2.03, 4.08, -1.22)
H (0.52, 0.24, -2.62)
H (-0.72, 1.40, -2.10)
H (-0.77, 0.69, 0.67)
H (-1.20, -1.35, 1.99)
H (-1.95, -2.00, 0.51)
H (-2.85, 0.49, 2.02)
H (-3.40, 0.04, -0.58)
H (-4.56, 0.79, 0.51)
H (-5.68, -0.86, -0.80)
H (-5.67, -1.38, 0.88)
H (-3.68, -2.39, -1.20)
H (-5.19, -3.21, -0.82)
H (-3.95, -3.05, 0.41)

Values from the calculation:
- DFT total energy: -39964.45173 eV
- 2S+1: 1
- LUMO level: 0.46 eV
- SMILES string: CCCCCNC(=O)CN(c1ccc2c(c1)OCO2)S(C)(=O)=O
- Orbital gap: 8.712 eV
- Relative energy (zero: lowest compared OMol25 entry of this formula, charge and spin): 135.72 kJ/mol

---

Entry 10:
The following is a quantum chemistry calculation of the molecule C15H22O5 at a distorted geometry, from the OMol25 dataset.

Cartesian coordinates (Å):
C (-3.82, -0.34, -1.39)
H (-4.28, 0.36, -2.09)
O (-2.63, 0.29, -0.94)
C (-2.10, -0.22, 0.26)
O (-2.99, -0.08, 1.33)
C (-3.24, 1.26, 1.70)
H (-3.64, 1.83, 0.86)
H (-2.31, 1.74, 2.05)
H (-3.96, 1.22, 2.51)
C (-1.68, -1.69, 0.18)
C (-0.67, -1.90, -0.92)
C (0.77, -1.77, -0.68)
C (1.37, -1.39, 0.67)
C (2.91, -1.37, 0.54)
O (3.40, -0.46, -0.41)
C (3.41, 0.90, -0.02)
C (2.08, 1.60, -0.14)
C (1.56, 2.33, 0.92)
C (0.35, 2.99, 0.79)
C (-0.36, 2.90, -0.40)
C (0.15, 2.17, -1.46)
C (1.37, 1.54, -1.33)
H (1.79, 0.97, -2.16)
H (-0.40, 2.10, -2.38)
H (-1.31, 3.40, -0.50)
H (-0.05, 3.56, 1.61)
H (2.11, 2.40, 1.85)
H (4.13, 1.37, -0.70)
H (3.80, 0.99, 1.01)
H (3.35, -1.16, 1.53)
H (3.25, -2.36, 0.21)
O (0.96, -2.31, 1.66)
H (1.49, -2.18, 2.45)
H (1.02, -0.38, 0.93)
H (1.40, -1.46, -1.51)
O (0.17, -3.02, -0.85)
H (-1.03, -1.67, -1.92)
H (-1.25, -1.98, 1.14)
H (-2.57, -2.31, 0.01)
H (-1.21, 0.42, 0.42)
H (-4.50, -0.53, -0.56)
H (-3.60, -1.28, -1.91)

Values from the calculation:
- DFT total energy: -26147.01954 eV
- 2S+1: 1
- LUMO level: 0.69 eV
- SMILES string: COC(C[C@@H]1O[C@@H]1[C@@H](O)COCc1ccccc1)OC
- Orbital gap: 9.948 eV
- Relative energy (zero: lowest compared OMol25 entry of this formula, charge and spin): 358.00 kJ/mol